No. 1
{
  "formula": "C2H5INO",
  "method": "ωB97M-V with the def2-TZVPD basis set",
  "relative_energy_kj_mol": 16.1,
  "homo_energy_ev": -3.8,
  "charge": -1,
  "largest_force_ev_per_a": 1.04,
  "e_lumo_ev": 3.651,
  "gap_ev": 7.4,
  "elements": ["I", "O", "C", "N", "C", "H", "H", "H", "H", "H"],
  "coordinates": [[-3.8978, 0.7412, 1.1842], [1.6276, -1.3273, 0.4377], [0.7380, -0.5293, 0.1401], [-0.3267, -0.3407, 0.9492], [0.7999, 0.3800, -1.0719], [-0.3483, -0.9011, 1.7818], [-1.2142, -0.0130, 0.5797], [-0.0136, 1.1033, -1.0851], [0.9306, -0.0785, -2.0464], [1.7047, 0.9654, -0.8694]],
  "nbo_charge": [-0.98, -0.67, 0.67, -0.81, -0.71, 0.39, 0.43, 0.23, 0.23, 0.23]
}

No. 2
{
  "formula": "C8H17N4",
  "method": "ωB97M-V with the def2-TZVPD basis set",
  "relative_energy_kj_mol": 63.8,
  "homo_energy_ev": -13.4,
  "charge": 1,
  "largest_force_ev_per_a": 6.95,
  "e_lumo_ev": -4.318,
  "smiles": "CC(C)(C)[C@@]1(N)CC=NC(=[NH2+])N1",
  "gap_ev": 9.1,
  "elements": ["C", "C", "C", "C", "C", "N", "C", "C", "N", "C", "N", "N", "H", "H", "H", "H", "H", "H", "H", "H", "H", "H", "H", "H", "H", "H", "H", "H", "H"],
  "coordinates": [[-2.2688, -0.9865, 0.1071], [-1.2658, 0.1591, -0.3078], [-0.6702, -0.0928, -1.6735], [-1.9780, 1.5638, -0.4101], [0.0800, 0.1194, 0.7812], [-0.2818, 0.6665, 2.0971], [0.4854, -1.4074, 1.0006], [1.8955, -1.8214, 0.8021], [2.7455, -1.0440, 0.2194], [2.4557, 0.2434, -0.2382], [3.3323, 0.8552, -1.0712], [1.2310, 0.7560, 0.0283], [-2.0383, -1.9624, -0.3989], [-3.2493, -0.7155, -0.3505], [-2.4317, -0.9523, 1.2240], [-0.4967, -1.1919, -1.9105], [-1.5203, 0.1890, -2.4268], [0.0726, 0.4697, -2.1022], [-2.9132, 1.4368, -0.8492], [-1.4525, 2.3123, -0.9864], [-2.0718, 1.9781, 0.6319], [0.0525, 0.4488, 2.9285], [-0.3909, 1.6402, 2.0231], [-0.1817, -2.0954, 0.3995], [0.1132, -1.6982, 2.0321], [2.3366, -2.6669, 1.4081], [4.1095, 0.2618, -1.3793], [3.1062, 1.7735, -1.4322], [1.1949, 1.7610, -0.1463]],
  "nbo_charge": [-0.65, 0.01, -0.66, -0.62, 0.31, -0.83, -0.56, 0.27, -0.50, 0.68, -0.74, -0.57, 0.22, 0.24, 0.25, 0.22, 0.24, 0.21, 0.23, 0.21, 0.21, 0.38, 0.37, 0.29, 0.28, 0.24, 0.45, 0.43, 0.41]
}

No. 3
{
  "formula": "C5H11NPSn",
  "method": "ωB97M-V with the def2-TZVPD basis set",
  "relative_energy_kj_mol": 422.6,
  "homo_energy_ev": -12.0,
  "charge": 1,
  "largest_force_ev_per_a": 2.91,
  "e_lumo_ev": -5.695,
  "gap_ev": 6.3,
  "elements": ["C", "C", "C", "C", "C", "Sn", "P", "H", "H", "H", "H", "H", "H", "H", "H", "N", "H", "H", "H"],
  "coordinates": [[1.1410, -0.1226, -1.8921], [0.2140, -0.2053, -2.9281], [-0.7308, -1.3145, -2.9328], [-0.4276, -2.4280, -2.0752], [0.3056, -2.1844, -0.9510], [-0.6230, -0.2888, -0.5000], [-0.0556, 2.6355, 0.7754], [2.0895, 0.4772, -1.7871], [0.1260, 0.5287, -3.7615], [-1.3412, -1.5095, -3.8166], [0.6934, -2.9272, -0.2448], [-0.6384, -3.4670, -2.3773], [-1.0995, 3.0643, 1.6163], [0.1606, 3.8291, 0.0212], [1.0144, 2.7514, 1.7264], [1.6338, -0.3180, 0.7547], [2.0762, -0.9356, 0.0709], [1.6419, -0.7114, 1.6884], [2.0319, 0.6165, 0.7123]],
  "nbo_charge": [-0.47, -0.17, -0.45, -0.17, -0.51, 1.16, -0.02, 0.28, 0.29, 0.27, 0.26, 0.28, 0.05, 0.05, 0.03, -1.09, 0.40, 0.41, 0.40]
}

No. 4
{
  "formula": "C14H14IN2S",
  "method": "ωB97M-V with the def2-TZVPD basis set",
  "homo_energy_ev": -12.1,
  "charge": 1,
  "largest_force_ev_per_a": 1.34,
  "e_lumo_ev": -4.222,
  "gap_ev": 7.8,
  "elements": ["C", "C", "C", "C", "C", "C", "N", "C", "N", "C", "S", "C", "C", "C", "C", "C", "I", "C", "H", "H", "H", "H", "H", "H", "H", "H", "H", "H", "H", "H", "H", "H"],
  "coordinates": [[-0.3171, -2.1123, 3.3379], [-0.0741, -1.7821, 1.8569], [0.7896, -2.8870, 1.2852], [0.5270, -0.3363, 1.7889], [-0.0093, 0.4551, 0.6166], [-1.2762, 0.8894, 0.8289], [-1.9912, 1.5882, -0.0959], [-1.4910, 1.9249, -1.2624], [-2.3053, 2.6696, -2.1307], [-2.9986, 2.0004, -2.9028], [-3.8563, 1.2067, -3.8909], [-0.1683, 1.5572, -1.5923], [0.3418, 1.9731, -2.8428], [1.6157, 1.6387, -3.1661], [2.3784, 0.8857, -2.2787], [1.9288, 0.4530, -1.0598], [3.4031, -0.6131, -0.0318], [0.5976, 0.7948, -0.6597], [-0.9393, -2.9958, 3.4395], [0.6229, -2.2940, 3.8518], [-0.8237, -1.3056, 3.8676], [-1.0592, -1.7514, 1.3954], [0.2826, -3.8417, 1.4023], [1.7629, -2.9490, 1.7590], [0.9327, -2.7664, 0.2138], [0.1171, 0.1509, 2.6683], [1.5953, -0.2906, 1.9433], [-1.7950, 0.6858, 1.7481], [-2.9367, 1.8824, 0.1147], [-0.2687, 2.5618, -3.5025], [2.0333, 1.9573, -4.1073], [3.3813, 0.6499, -2.5946]],
  "nbo_charge": [-0.60, -0.20, -0.61, -0.45, 0.01, 0.01, -0.44, 0.49, -0.52, 0.20, 0.28, -0.14, -0.16, -0.17, -0.18, -0.18, 0.25, 0.07, 0.22, 0.21, 0.20, 0.19, 0.22, 0.21, 0.21, 0.23, 0.25, 0.24, 0.45, 0.24, 0.24, 0.24]
}

No. 5
{
  "formula": "C5H10N2O",
  "method": "ωB97M-V with the def2-TZVPD basis set",
  "relative_energy_kj_mol": 440.5,
  "homo_energy_ev": -8.8,
  "largest_force_ev_per_a": 6.25,
  "e_lumo_ev": 0.835,
  "gap_ev": 9.6,
  "elements": ["C", "C", "C", "C", "N", "O", "C", "N", "H", "H", "H", "H", "H", "H", "H", "H", "H", "H"],
  "coordinates": [[0.4755, -0.2824, 1.0388], [0.2034, -0.7776, -0.3479], [0.4025, 1.1996, 1.3470], [0.6033, -0.0084, -1.5980], [-2.4669, 0.0106, -0.7216], [-1.5338, -0.8429, -0.1336], [1.8939, -0.8025, 0.7634], [3.0144, -1.0988, 0.8889], [0.0073, -0.9098, 1.7983], [0.2403, -1.8580, -0.4944], [-3.2498, -0.5791, -1.0114], [-2.8424, 0.6513, -0.0221], [-0.6208, 1.4625, 1.6307], [1.0619, 1.4610, 2.1791], [0.6611, 1.8340, 0.4972], [1.1252, 0.9238, -1.3709], [-0.2549, 0.2254, -2.2311], [1.2797, -0.6086, -2.2125]],
  "nbo_charge": [-0.30, 0.12, -0.61, -0.67, -0.53, -0.52, 0.24, -0.30, 0.27, 0.23, 0.34, 0.32, 0.23, 0.23, 0.22, 0.22, 0.26, 0.23]
}